(1)
{"formula": "C4H2ClF", "method": "ωB97M-V/def2-TZVPD", "max_force_ev_per_a": 4.52, "gap_ev": 9.9, "relative_energy_kcal_mol": 23.1, "e_tot_ev": -19416.50593, "homo_ev": -9.478, "smiles": "C#C/C(Cl)=C/F", "elements": ["C", "C", "C", "Cl", "C", "F", "H", "H"], "xyz": [[-1.81191, -0.79559, 0.72804], [-0.82045, -0.00801, 0.73174], [0.49818, 0.50266, 0.29989], [1.08242, 1.99559, 1.04963], [1.10766, -0.02392, -0.76276], [2.11868, 0.69561, -1.36049], [-2.81844, -1.47048, 0.59582], [0.64386, -0.89587, -1.28186]], "mulliken_charge": [-0.178, -0.264, 0.253, -0.170, -0.072, -0.227, 0.312, 0.347]}


(2)
{"formula": "C4H5N3", "method": "ωB97M-V/def2-TZVPD", "max_force_ev_per_a": 1.22, "gap_ev": 10.3, "relative_energy_kcal_mol": 34.0, "e_tot_ev": -8698.33691, "homo_ev": -9.525, "smiles": "N#C[C@H]1CN=CN1", "elements": ["N", "C", "C", "C", "N", "C", "N", "H", "H", "H", "H", "H"], "xyz": [[2.80957, -0.93435, 0.91242], [1.83186, -0.59460, 0.39405], [0.64248, -0.12267, -0.33320], [-0.71185, -0.98497, -0.34928], [-1.76705, -0.04395, 0.00338], [-1.21371, 1.06306, 0.29187], [0.15999, 1.17018, 0.14733], [0.96891, 0.00209, -1.37576], [-0.80678, -1.31432, -1.38105], [-0.83695, -1.88525, 0.27381], [-1.76867, 1.94695, 0.59169], [0.69219, 1.69784, 0.82473]], "mulliken_charge": [-0.398, 0.055, 0.333, -0.473, -0.531, -0.079, -0.325, 0.174, 0.266, 0.324, 0.385, 0.270]}


(3)
{"formula": "C30H59BN2P2PtSb", "method": "ωB97M-V/def2-TZVPD", "total_charge": 1, "max_force_ev_per_a": 2.34, "gap_ev": 7.8, "relative_energy_kcal_mol": 17.3, "e_tot_ev": -64084.99596, "homo_ev": -10.140, "elements": ["Pt", "C", "C", "C", "C", "P", "C", "N", "B", "N", "C", "P", "C", "C", "C", "C", "C", "C", "C", "C", "C", "C", "C", "C", "C", "C", "C", "C", "C", "C", "H", "H", "H", "H", "H", "H", "H", "H", "H", "H", "H", "H", "H", "H", "H", "H", "H", "H", "H", "H", "H", "H", "H", "H", "H", "H", "H", "H", "H", "H", "H", "H", "H", "H", "H", "H", "H", "H", "H", "H", "H", "H", "H", "H", "C", "C", "Sb", "C", "C", "C", "C", "H", "H", "H", "H", "H", "H", "H", "H", "H", "H", "H", "H", "H", "H", "H"], "xyz": [[0.20474, 0.22011, -0.30005], [0.14053, -5.13688, 0.52105], [0.49254, -3.75865, 1.10739], [-0.50146, -3.40998, 2.22005], [1.87599, -3.84239, 1.75259], [0.39215, -2.35812, -0.17261], [-1.21300, -2.87985, -0.98913], [-1.97679, -1.71361, -1.29079], [-1.52254, -0.38767, -1.10256], [-2.60941, 0.46191, -1.43141], [-2.54715, 1.87675, -1.26680], [-0.79935, 2.25211, -0.71398], [-1.05549, 3.65649, 0.47897], [-1.51933, 3.02578, 1.79475], [0.28778, 4.35387, 0.72863], [-2.09619, 4.67694, 0.01405], [0.00018, 2.85655, -2.31052], [1.52413, 2.85424, -2.09869], [-0.33062, 1.84918, -3.42075], [-0.45712, 4.24223, -2.76563], [-3.69728, -0.32321, -1.83715], [-4.96793, 0.02347, -2.24379], [-5.85457, -1.00771, -2.56151], [-5.46849, -2.33763, -2.47512], [-4.17868, -2.69038, -2.07163], [-3.30358, -1.67381, -1.75284], [1.67447, -2.64304, -1.51654], [1.20684, -1.90681, -2.77637], [1.92561, -4.10987, -1.86448], [2.98102, -1.98839, -1.04117], [-0.19872, -5.76988, 1.34410], [1.00630, -5.61701, 0.07370], [-0.65432, -5.12630, -0.21988], [-0.48041, -4.20439, 2.96985], [-1.53027, -3.32126, 1.86361], [-0.22855, -2.48129, 2.70962], [1.84646, -4.58920, 2.55007], [2.16778, -2.89868, 2.20216], [2.64713, -4.14853, 1.04572], [-1.77509, -3.51504, -0.30201], [-0.98798, -3.48462, -1.87463], [-3.25814, 2.21311, -0.50593], [-2.77250, 2.43101, -2.18398], [-0.74733, 2.37801, 2.20659], [-2.43506, 2.44121, 1.68151], [-1.71832, 3.81852, 2.52035], [1.07559, 3.63871, 0.95260], [0.19111, 5.02919, 1.58298], [0.60301, 4.94892, -0.12829], [-3.06163, 4.22759, -0.21411], [-1.76896, 5.24473, -0.85110], [-2.25168, 5.38320, 0.83324], [1.87747, 1.85880, -1.82071], [1.84033, 3.55115, -1.32166], [2.01760, 3.14287, -3.03032], [-0.17850, 0.82122, -3.10194], [0.33245, 2.04240, -4.26750], [-1.35976, 1.94432, -3.77182], [-0.09680, 5.03589, -2.11216], [-1.54342, 4.31470, -2.84147], [-0.04913, 4.43116, -3.76176], [-5.27280, 1.06045, -2.31407], [-6.86089, -0.76452, -2.87564], [-6.17905, -3.11540, -2.72175], [-3.88012, -3.73020, -2.01074], [0.37094, -2.40795, -3.26842], [2.03840, -1.86047, -3.48367], [0.90110, -0.88403, -2.55321], [1.00475, -4.64396, -2.10223], [2.43792, -4.64054, -1.06326], [2.56829, -4.15547, -2.74736], [2.82609, -0.92785, -0.82856], [3.73638, -2.06947, -1.82691], [3.38261, -2.45756, -0.14110], [2.94996, 2.31121, 4.22439], [2.25926, 2.58226, 2.88799], [1.64683, 0.77499, 1.90457], [0.31643, 0.09052, 3.46842], [-1.12965, -0.21983, 3.06285], [3.38747, -0.37346, 2.33147], [4.61403, 0.15680, 1.58974], [3.14528, 3.24726, 4.75101], [3.90777, 1.80811, 4.08739], [2.33813, 1.69174, 4.88266], [2.91721, 3.13379, 2.21416], [1.35662, 3.17356, 3.03322], [0.31508, 0.87187, 4.23102], [0.79625, -0.78915, 3.90470], [-1.64912, 0.66161, 2.70926], [-1.68693, -0.61084, 3.91752], [-1.19122, -0.94939, 2.26380], [3.16409, -1.38909, 2.02867], [3.54680, -0.37561, 3.41084], [4.44565, 0.19864, 0.51127], [5.48158, -0.48287, 1.76011], [4.87925, 1.16271, 1.92108]], "mulliken_charge": [1.507, -1.812, 1.873, -1.896, -1.657, 1.325, -2.347, 0.788, -0.768, 0.796, -1.880, 0.759, 2.453, -1.737, -1.823, -1.735, 1.593, -1.531, -1.684, -1.928, 0.372, -0.788, -0.809, -0.825, -0.715, 0.307, 1.724, -1.965, -1.908, -1.201, 0.550, 0.412, 0.277, 0.638, 0.303, 0.122, 0.557, 0.106, 0.262, 1.012, 0.556, 0.853, 0.548, 0.021, 0.334, 0.708, 0.178, 0.562, 0.268, 0.293, 0.348, 0.549, 0.100, 0.250, 0.568, 0.142, 0.665, 0.303, 0.340, 0.319, 0.524, 0.504, 0.411, 0.416, 0.506, 0.294, 0.651, 0.149, 0.289, 0.314, 0.551, -0.332, 0.597, 0.254, -1.265, -0.556, -0.691, -0.961, -0.800, -0.060, -1.462, 0.447, 0.274, 0.269, 0.547, 0.335, 0.589, 0.799, -0.035, 0.546, -0.147, -0.300, 0.656, 0.262, 0.436, 0.361]}


(4)
{"formula": "CN3O4S", "method": "ωB97M-V/def2-TZVPD", "total_charge": -1, "max_force_ev_per_a": 4.35, "gap_ev": 9.2, "relative_energy_kcal_mol": 48.2, "e_tot_ev": -24529.94337, "homo_ev": -5.597, "elements": ["C", "N", "N", "N", "O", "O", "O", "O", "S"], "xyz": [[-0.45852, 1.37436, -0.20423], [-0.76543, 2.41524, -0.59110], [-0.10975, 0.35953, 0.49331], [-0.98492, -0.91778, 0.34031], [-1.58849, -1.07153, -0.67102], [2.17194, -1.45388, -0.40882], [-0.79757, -1.66311, 1.24717], [2.21538, 1.00149, -0.62544], [1.93752, -0.14604, 0.28797]], "mulliken_charge": [0.560, -0.596, -0.471, 1.035, -0.566, -0.539, -0.553, -0.544, 0.674]}


(5)
{"formula": "C13H26N4OS6SbTi", "method": "ωB97M-V/def2-TZVPD", "total_charge": -2, "max_force_ev_per_a": 1.39, "gap_ev": [5.0, 5.0], "relative_energy_kcal_mol": 44.1, "e_tot_ev": -116581.72106, "homo_ev": [-0.827, -0.836], "multiplicity": 2, "elements": ["Ti", "S", "C", "C", "C", "C", "C", "C", "S", "H", "H", "H", "H", "S", "Sb", "S", "S", "C", "C", "O", "H", "H", "H", "H", "H", "H", "N", "C", "N", "S", "H", "H", "H", "H", "C", "C", "C", "C", "N", "N", "H", "H", "H", "H", "H", "H", "H", "H", "H", "H", "H", "H"], "xyz": [[-0.10363, -0.03339, -0.86156], [-1.03965, 1.51152, 0.94523], [-2.77416, 1.68527, 0.81784], [-3.44005, 2.58713, 1.65308], [-4.81737, 2.73558, 1.61930], [-5.57412, 1.97546, 0.73383], [-4.92735, 1.08214, -0.10887], [-3.54493, 0.92829, -0.08377], [-2.73091, -0.19077, -1.16696], [-2.84825, 3.17831, 2.34250], [-5.29505, 3.44661, 2.28593], [-6.65267, 2.07806, 0.69393], [-5.49929, 0.48840, -0.81310], [3.57904, 2.54844, -1.38344], [2.36475, 1.42615, -3.04615], [2.24644, -0.88422, -2.07836], [0.05380, 1.78468, -2.45020], [-0.26724, -1.65245, -4.86022], [-1.15138, -1.20185, -3.71426], [-0.51911, -1.44828, -2.45074], [0.66606, -1.08802, -4.87247], [-0.01785, -2.71259, -4.77713], [-0.78666, -1.48722, -5.80833], [-2.09555, -1.75672, -3.69980], [-1.38193, -0.13501, -3.78367], [0.50484, -1.34635, -2.57695], [-0.27772, -4.52574, -0.83446], [-0.88712, -3.41221, -0.30690], [-2.17407, -3.22900, -0.63853], [-0.01420, -2.36372, 0.67468], [-0.83319, -5.36162, -0.92746], [0.66538, -4.66262, -0.51116], [-2.47714, -3.65770, -1.50186], [-2.53584, -2.26875, -0.52856], [4.33275, 1.24890, 1.79326], [3.02121, 0.99646, 2.54091], [2.88399, 1.99461, 3.69082], [3.01290, -0.42757, 3.10570], [1.80262, 1.17711, 1.74313], [1.75651, 0.39577, 0.54109], [5.17103, 1.17848, 2.49286], [4.33469, 2.22914, 1.31715], [4.49271, 0.52333, 0.99504], [3.70583, 1.88078, 4.40124], [1.93573, 1.84520, 4.20753], [2.90567, 3.01744, 3.30880], [3.72735, -0.50759, 3.92897], [3.30419, -1.16501, 2.35532], [2.01877, -0.68336, 3.47504], [1.71327, 2.13748, 1.42255], [1.96362, -0.56371, 0.80485], [2.50329, 0.68473, -0.10567]], "lowdin_spin": [0.989, -0.013, -0.001, -0.001, 0.001, -0.001, 0.001, -0.001, 0.002, 0.000, 0.000, 0.000, 0.000, 0.002, 0.016, -0.009, -0.003, 0.000, 0.001, 0.000, 0.000, 0.000, 0.000, 0.000, 0.000, 0.000, 0.001, 0.004, 0.002, 0.002, 0.000, 0.000, 0.000, 0.001, 0.000, 0.000, 0.000, 0.000, 0.000, 0.004, 0.000, 0.000, 0.000, 0.000, 0.000, 0.000, 0.000, 0.000, 0.000, 0.000, 0.002, 0.001]}


(6)
{"formula": "C24H35Cl2GaN3O2PSe2", "method": "ωB97M-V/def2-TZVPD", "total_charge": 2, "max_force_ev_per_a": 0.55, "gap_ev": 8.8, "relative_energy_kcal_mol": 0.0, "e_tot_ev": -251415.37029, "homo_ev": -14.103, "elements": ["Ga", "Cl", "C", "Cl", "H", "H", "Se", "P", "Se", "C", "C", "C", "C", "C", "C", "C", "C", "C", "C", "C", "C", "H", "H", "H", "H", "H", "H", "H", "H", "H", "H", "O", "C", "C", "C", "C", "C", "C", "N", "H", "H", "H", "H", "H", "H", "H", "H", "H", "H", "H", "C", "N", "C", "C", "O", "N", "C", "C", "H", "H", "H", "H", "H", "H", "H", "H", "H", "H", "H", "H"], "xyz": [[-0.02533, 0.63937, 0.30834], [1.02165, -2.16652, 1.51051], [0.62872, -3.65292, 0.60858], [-0.67592, -3.39074, -0.55687], [0.31564, -4.40695, 1.31914], [1.51554, -3.95936, 0.06924], [0.64212, -0.29527, -1.76314], [0.78859, 1.88347, -2.23283], [-0.35757, 2.88774, -0.63577], [0.10198, 2.20750, -3.85223], [0.39624, 1.33238, -4.89757], [-0.05177, 1.62756, -6.17404], [-0.78317, 2.78705, -6.40286], [-1.07455, 3.65496, -5.36001], [-0.63380, 3.36855, -4.07660], [2.51236, 2.39060, -2.20165], [2.82509, 3.71887, -1.92035], [4.14282, 4.13963, -1.99913], [5.14018, 3.24108, -2.35507], [4.82666, 1.91762, -2.63573], [3.51030, 1.48622, -2.56053], [0.96577, 0.42681, -4.72275], [0.16803, 0.95307, -6.99048], [-1.13127, 3.01267, -7.40230], [-1.64819, 4.55338, -5.54324], [-0.87025, 4.03895, -3.25942], [2.04757, 4.42115, -1.64410], [4.39071, 5.17156, -1.78911], [6.16776, 3.57448, -2.41601], [5.60522, 1.22080, -2.91473], [3.26984, 0.45267, -2.77378], [1.23366, 0.84203, 1.70440], [1.54246, 1.83030, 2.45178], [2.97486, 2.02491, 2.82519], [3.23220, 1.87034, 4.33554], [2.86285, 3.09728, 5.16411], [1.38178, 3.46590, 5.15031], [0.84085, 3.81695, 3.77018], [0.61476, 2.63833, 2.91180], [3.28070, 3.02402, 2.49586], [3.54819, 1.29827, 2.25497], [4.29537, 1.66896, 4.46246], [2.70610, 0.98488, 4.70524], [3.44537, 3.95389, 4.80923], [3.17137, 2.92663, 6.19629], [1.22969, 4.33753, 5.78880], [0.77805, 2.65938, 5.57766], [1.51211, 4.50369, 3.25118], [-0.12492, 4.30967, 3.85268], [-0.33955, 2.43174, 2.64788], [-3.92726, -2.40162, 0.53183], [-3.26641, -1.09613, 0.48095], [-3.33539, -0.42024, -0.81605], [-2.49630, -0.61948, 1.45688], [-1.62469, 0.29923, 1.18728], [-2.63924, -1.01075, 2.72536], [-1.61957, -0.67289, 3.71589], [-3.91725, -1.45479, 3.29316], [-3.73082, -2.91403, -0.40833], [-5.00590, -2.30150, 0.65006], [-3.52163, -3.00535, 1.33723], [-4.37387, -0.40456, -1.14257], [-2.74025, -0.95517, -1.55793], [-2.97751, 0.60076, -0.73484], [-0.64690, -0.56975, 3.24688], [-1.56739, -1.47979, 4.44443], [-1.88137, 0.25043, 4.23882], [-4.73286, -1.25990, 2.60419], [-4.09808, -0.87999, 4.20070], [-3.89571, -2.51260, 3.55060]], "mulliken_charge": [-0.233, 0.043, -0.526, -0.085, 0.383, 0.367, -0.227, -0.403, -0.193, 1.237, -0.441, -0.726, -0.500, -0.700, -0.338, 0.970, -0.369, -0.749, -0.481, -0.756, -0.292, 0.341, 0.423, 0.413, 0.426, 0.280, 0.396, 0.440, 0.430, 0.436, 0.332, -0.122, 0.597, -0.692, -0.711, -0.690, -0.600, -0.842, 0.217, 0.431, 0.331, 0.417, 0.326, 0.309, 0.355, 0.368, 0.320, 0.328, 0.467, 0.288, -1.280, 0.193, -1.083, 0.695, 0.059, 0.199, -0.969, -1.212, 0.456, 0.345, 0.405, 0.421, 0.335, 0.322, 0.178, 0.417, 0.376, 0.407, 0.405, 0.340]}